Entry 1:
{
  "formula": "C11H10N2S",
  "method": "ωB97M-V/def2-TZVPD",
  "elements": ["C", "C", "C", "C", "C", "C", "C", "C", "C", "C", "C", "H", "H", "H", "H", "H", "H", "H", "H", "H", "H", "N", "N", "S"],
  "xyz": [[1.608, -1.610, 0.169], [-0.442, -0.312, 1.177], [-0.847, 0.276, 2.457], [-2.137, 0.986, 2.741], [-2.988, 1.375, 1.660], [-2.418, 1.071, 0.415], [-1.270, 0.256, 0.094], [1.713, -0.643, -0.963], [1.539, -0.930, -2.306], [1.463, 0.318, -3.051], [1.711, 1.415, -2.351], [2.928, -2.893, -0.595], [0.759, -1.785, 1.836], [-0.204, 0.372, 3.261], [-2.291, 1.337, 3.843], [-4.243, 1.495, 1.973], [-2.838, 1.293, -0.594], [-1.314, 0.063, -1.070], [1.440, -2.091, -2.485], [1.240, 0.473, -4.177], [1.818, 2.494, -2.704], [2.305, -2.777, 0.287], [0.537, -1.245, 1.104], [1.931, 1.064, -0.721]],
  "lowdin_charge": [-0.33, -0.26, -0.02, -0.10, -0.14, -0.15, -0.04, -0.52, -0.11, -0.23, -0.47, 0.07, 0.08, 0.06, 0.12, 0.18, 0.09, 0.14, 0.15, 0.13, 0.11, 0.09, 0.10, 1.03],
  "total_energy_ha": -932.7080,
  "smiles": "[H]/N=C(/Nc1ccccc1)c1cccs1",
  "spin_multiplicity": 1,
  "mol_weight_g_mol": 202.28,
  "e_homo_ev": -8.3
}

=====

Entry 2:
{
  "formula": "C11H10NO2",
  "method": "ωB97M-V/def2-TZVPD",
  "elements": ["C", "C", "C", "C", "C", "C", "C", "C", "C", "C", "C", "N", "O", "O", "H", "H", "H", "H", "H", "H", "H", "H", "H", "H"],
  "xyz": [[0.017, 0.376, -3.571], [-0.798, 1.443, -3.194], [0.518, -0.494, -2.627], [-1.130, 1.653, -1.856], [0.152, -0.334, -1.271], [-0.722, 0.748, -0.902], [0.510, -1.138, -0.218], [-1.057, 0.912, 0.581], [-1.032, -0.351, 1.269], [0.634, -1.970, 1.915], [0.839, 0.344, 2.767], [-0.094, -0.723, 2.326], [-1.444, 1.981, 1.015], [1.207, -1.819, 0.592], [0.259, 0.234, -4.614], [-1.182, 2.116, -3.949], [1.164, -1.313, -2.903], [-1.737, 2.499, -1.565], [1.455, -2.203, 2.599], [-0.075, -2.807, 1.867], [0.254, 1.214, 3.055], [1.443, 0.010, 3.610], [1.492, 0.620, 1.942], [-0.671, -0.999, 3.131]],
  "lowdin_charge": [-0.03, 0.01, 0.03, 0.03, -0.15, -0.06, 0.07, -0.43, 0.11, -0.03, 0.03, -0.15, 0.09, 0.09, 0.12, 0.13, 0.13, 0.14, 0.16, 0.16, 0.11, 0.11, 0.12, 0.19],
  "total_energy_ha": -629.9173,
  "spin_multiplicity": 1,
  "mol_weight_g_mol": 188.21,
  "total_charge": 1,
  "e_homo_ev": -12.4
}

=====

Entry 3:
{
  "formula": "C11H10O",
  "method": "ωB97M-V/def2-TZVPD",
  "elements": ["C", "C", "C", "C", "C", "C", "C", "C", "C", "C", "C", "H", "H", "H", "H", "H", "H", "H", "H", "H", "H", "O"],
  "xyz": [[1.629, -0.460, 1.917], [0.944, -0.709, 0.604], [1.260, -1.821, -0.149], [0.672, -2.058, -1.410], [-0.276, -1.187, -1.881], [-0.643, -0.029, -1.127], [-1.621, 0.863, -1.626], [-2.000, 1.987, -0.993], [-1.304, 2.277, 0.197], [-0.398, 1.380, 0.710], [-0.032, 0.210, 0.111], [0.009, -0.814, 2.909], [2.281, 0.429, 1.931], [2.277, -1.355, 2.154], [2.101, -2.462, 0.187], [1.052, -2.895, -1.971], [-0.677, -1.342, -2.923], [-1.897, 0.594, -2.656], [-2.731, 2.731, -1.376], [-1.476, 3.232, 0.777], [0.109, 1.585, 1.650], [0.723, -0.155, 2.965]],
  "lowdin_charge": [-0.22, -0.16, -0.04, -0.08, -0.03, -0.17, -0.06, -0.09, -0.07, -0.05, -0.15, 0.11, 0.13, 0.13, 0.12, 0.10, 0.13, 0.12, 0.12, 0.12, 0.11, -0.08],
  "total_energy_ha": -500.3914,
  "smiles": "OCc1cccc2ccccc12",
  "spin_multiplicity": 1,
  "mol_weight_g_mol": 158.20,
  "e_homo_ev": -8.3
}

=====

Entry 4:
{
  "formula": "C11H10O",
  "method": "ωB97M-V/def2-TZVPD",
  "elements": ["C", "C", "C", "C", "C", "C", "C", "C", "C", "C", "C", "H", "H", "H", "H", "H", "H", "H", "H", "H", "H", "O"],
  "xyz": [[3.241, -1.104, 0.069], [2.068, -0.333, -0.014], [2.118, 1.041, -0.122], [1.040, 1.771, 0.133], [-0.390, 1.231, -0.112], [-1.714, 1.662, -0.191], [-2.863, 0.947, -0.154], [-2.880, -0.398, -0.112], [-1.593, -1.001, -0.100], [-0.383, -0.191, -0.192], [0.829, -0.966, -0.348], [3.880, -0.892, 0.990], [2.911, -2.165, 0.146], [4.013, -1.363, -0.854], [3.116, 1.588, 0.101], [0.998, 2.938, 0.529], [-1.808, 2.810, 0.074], [-3.979, 1.311, -0.237], [-4.016, -1.889, 0.573], [-1.262, -2.034, -0.165], [0.830, -1.994, -0.178], [-4.157, -0.968, 0.164]],
  "lowdin_charge": [-0.11, -0.34, -0.11, -0.02, -0.14, -0.07, -0.08, -0.30, 0.05, -0.17, 0.03, 0.11, 0.07, 0.15, 0.15, 0.16, 0.15, 0.17, 0.14, 0.10, 0.08, -0.01],
  "total_energy_ha": -500.2715,
  "smiles": "Cc1ccc2ccc(O)cc2c1",
  "spin_multiplicity": 1,
  "mol_weight_g_mol": 158.20,
  "e_homo_ev": -8.0
}

=====

Entry 5:
{
  "formula": "C11H10O3",
  "method": "ωB97M-V/def2-TZVPD",
  "elements": ["C", "C", "C", "C", "C", "C", "C", "C", "C", "C", "C", "H", "H", "H", "H", "H", "H", "H", "H", "H", "H", "O", "O", "O"],
  "xyz": [[-0.830, -2.980, -0.745], [-1.187, -1.557, -0.211], [-0.422, 0.657, -0.544], [-0.970, 1.674, -1.342], [-1.114, 2.843, -0.649], [-0.482, 3.121, 0.581], [0.036, 2.043, 1.385], [0.177, 0.920, 0.736], [0.823, -0.264, 1.358], [1.747, -1.090, 0.946], [2.216, -1.191, -0.487], [0.344, -3.011, -0.455], [-1.008, -2.830, -1.815], [-1.293, -3.813, -0.199], [-1.530, 1.531, -2.137], [-1.499, 3.567, -1.416], [-0.725, 4.126, 0.972], [0.424, 2.377, 2.452], [0.824, -0.146, 2.537], [2.320, -1.740, 1.704], [1.859, -0.410, -1.176], [-2.240, -1.029, 0.402], [-0.380, -0.687, -0.852], [2.912, -2.112, -1.046]],
  "lowdin_charge": [0.05, -0.38, -0.17, 0.02, -0.08, -0.05, -0.04, -0.20, -0.05, -0.07, -0.20, 0.12, 0.09, 0.09, 0.07, 0.13, 0.11, 0.17, 0.16, 0.15, 0.12, 0.02, -0.04, -0.02],
  "total_energy_ha": -650.7363,
  "smiles": "CC(=O)Oc1ccccc1/C=C\\C=O",
  "spin_multiplicity": 1,
  "mol_weight_g_mol": 190.20,
  "e_homo_ev": -9.1
}

=====

Entry 6:
{
  "formula": "C11H11N",
  "method": "ωB97M-V/def2-TZVPD",
  "elements": ["C", "C", "C", "C", "C", "C", "C", "C", "C", "C", "C", "H", "H", "H", "H", "H", "H", "H", "H", "H", "H", "H", "N"],
  "xyz": [[-3.838, -0.301, -0.632], [-3.246, 0.934, -0.885], [-2.077, 1.296, -0.210], [-1.507, 0.427, 0.726], [-2.116, -0.798, 0.995], [-3.274, -1.154, 0.314], [2.174, 1.079, 0.480], [3.487, 0.931, 0.172], [3.939, -0.200, -0.343], [3.166, -1.219, -0.665], [1.807, -1.044, -0.209], [-4.741, -0.585, -1.153], [-3.675, 1.612, -1.621], [-1.597, 2.247, -0.431], [-0.594, 0.699, 1.253], [-1.690, -1.454, 1.741], [-3.739, -2.115, 0.508], [1.640, 1.998, 0.828], [4.149, 1.764, 0.230], [4.907, -0.085, -0.723], [3.492, -2.083, -1.182], [1.196, -1.910, -0.452], [1.366, 0.028, 0.362]],
  "lowdin_charge": [-0.11, -0.10, -0.09, -0.11, -0.10, -0.11, -0.12, -0.10, -0.14, -0.03, -0.13, 0.09, 0.10, 0.10, 0.07, 0.10, 0.10, 0.13, 0.11, 0.10, 0.10, 0.11, 0.04],
  "total_energy_ha": -480.4727,
  "smiles": "c1ccccc1.c1ccncc1",
  "spin_multiplicity": 1,
  "mol_weight_g_mol": 157.22,
  "e_homo_ev": -8.8
}

=====

Entry 7:
{
  "formula": "C11H11N",
  "method": "ωB97M-V/def2-TZVPD",
  "elements": ["C", "C", "C", "C", "C", "C", "C", "C", "C", "C", "C", "H", "H", "H", "H", "H", "H", "H", "H", "H", "H", "H", "N"],
  "xyz": [[-4.152, 0.446, 0.277], [-2.648, 0.093, -0.077], [-2.199, -1.231, -0.223], [-0.903, -1.661, -0.096], [0.269, -0.770, -0.043], [2.573, -0.094, 0.099], [4.027, -0.536, 0.122], [2.246, 1.367, -0.053], [0.812, 1.693, -0.077], [-0.137, 0.625, -0.002], [-1.483, 1.000, -0.129], [-4.541, -0.075, 1.177], [-4.191, 1.627, 0.438], [-4.814, -0.026, -0.628], [-2.816, -2.154, -0.093], [-0.541, -2.563, 0.215], [4.072, -1.636, 0.115], [4.556, -0.029, 1.043], [4.860, -0.147, -0.579], [3.213, 2.100, -0.062], [0.414, 2.681, -0.496], [-1.743, 2.162, 0.103], [1.586, -1.075, -0.004]],
  "lowdin_charge": [-0.07, -0.24, -0.09, -0.02, -0.21, -0.29, -0.09, 0.00, -0.03, -0.21, -0.02, 0.06, 0.10, 0.12, 0.12, 0.07, 0.07, 0.10, 0.09, 0.14, 0.12, 0.15, 0.12],
  "total_energy_ha": -480.3957,
  "smiles": "Cc1ccc2nc(C)ccc2c1",
  "spin_multiplicity": 1,
  "mol_weight_g_mol": 157.22,
  "e_homo_ev": -8.2
}

=====

Entry 8:
{
  "formula": "C11H11N",
  "method": "ωB97M-V/def2-TZVPD",
  "elements": ["C", "C", "C", "C", "C", "C", "C", "C", "C", "C", "C", "H", "H", "H", "H", "H", "H", "H", "H", "H", "H", "H", "N"],
  "xyz": [[-1.824, -0.861, -0.560], [-0.557, -1.122, -0.084], [0.219, -1.997, -0.749], [-0.289, -2.535, -1.942], [-1.595, -2.292, -2.326], [1.291, 1.443, 2.324], [1.097, 0.371, 1.450], [0.762, 0.554, 0.138], [0.387, 1.842, -0.252], [0.500, 2.890, 0.628], [0.964, 2.723, 1.898], [-2.476, -0.162, -0.111], [-0.269, -0.721, 0.858], [1.201, -2.238, -0.476], [0.316, -3.201, -2.543], [-2.056, -2.832, -3.166], [1.579, 1.133, 3.371], [1.408, -0.639, 1.823], [0.641, -0.363, -0.449], [0.078, 1.957, -1.295], [0.084, 3.989, 0.421], [0.936, 3.501, 2.673], [-2.398, -1.441, -1.630]],
  "lowdin_charge": [-0.11, -0.20, -0.08, -0.05, -0.15, -0.08, -0.13, -0.15, -0.06, -0.12, -0.12, 0.10, 0.08, 0.12, 0.10, 0.11, 0.12, 0.14, 0.05, 0.12, 0.15, 0.11, 0.07],
  "total_energy_ha": -480.3637,
  "smiles": "c1ccccc1.c1ccncc1",
  "spin_multiplicity": 1,
  "mol_weight_g_mol": 157.22,
  "e_homo_ev": -8.4
}

=====

no.,orbital gap (eV)
1,8.654
2,7.130
3,8.759
4,8.248
5,8.726
6,9.749
7,8.150
8,8.954